Arrangement one

Entry from OMol25: an isolated ion of composition C4H12N3 and charge +1 (ωB97M-V with the def2-TZVPD basis set).

charge = +1
spin multiplicity = 1
orbital gap = 10.49 eV
HOMO energy = -13.662 eV

Geometry (Å):
C 0.37138 -1.32173 1.61629
C -0.44300 0.05235 1.58426
C 0.17045 0.94901 0.49341
N -0.30107 1.97519 -2.52049
C -0.02179 0.75822 -2.08301
N -0.09314 0.39171 -0.84153
N 0.13251 -2.11732 0.39398
H 0.00990 -1.90888 2.45401
H 1.39949 -1.04119 1.79644
H -0.24383 0.45137 2.59165
H -1.51076 -0.05396 1.48196
H 1.25921 1.05491 0.55149
H -0.17600 1.97401 0.53111
H -0.37649 2.25420 -3.48310
H -0.52028 2.67261 -1.82381
H 0.29409 0.07318 -2.85254
H 0.80653 -2.87938 0.37254
H 0.00032 -0.68242 -0.73792
H -0.75752 -2.60188 0.47526



Arrangement two

Entry from OMol25: an isolated ion of composition C4H12N3 and charge +1 (ωB97M-V with the def2-TZVPD basis set).

charge = +1
spin multiplicity = 1
orbital gap = 10.34 eV
HOMO energy = -13.795 eV

Geometry (Å):
C -2.06900 0.66272 0.03703
C -1.54375 -0.73365 -0.19870
C -0.74183 0.29946 0.62938
C 0.59950 0.70244 -0.30409
N 0.92976 2.05810 -0.05943
N 1.73061 -0.29198 -0.12095
N 1.25802 -1.62570 -0.02028
H -2.18506 1.34828 -0.77833
H -2.77127 0.73067 0.75724
H -2.02468 -1.61654 0.22729
H -1.26322 -1.04429 -1.18828
H -0.47654 0.05566 1.64941
H 0.16497 0.50720 -1.37678
H 0.70375 2.41439 0.83751
H 1.89409 2.20768 -0.38778
H 2.51731 0.05573 0.45729
H 0.38760 -1.48376 -0.67179
H 0.90555 -2.01204 0.80506
H 1.98417 -2.23438 -0.29379



Least stable of them? arrangement two.



Arrangement one

Entry from OMol25: an isolated ion of composition C4H12N3 and charge +1 (ωB97M-V with the def2-TZVPD basis set).

charge = +1
spin multiplicity = 1
orbital gap = 8.32 eV
HOMO energy = -12.169 eV

Geometry (Å):
C 1.27447 0.91728 -0.94404
C 0.62008 -0.47474 -0.70983
C -0.60051 -0.55928 0.16530
C -0.54096 -0.80858 1.51626
N -1.03323 0.03754 2.46964
N -1.94705 -0.24882 -0.37854
N 2.42096 0.81174 -1.79486
H 0.42933 1.42375 -1.41205
H 1.42605 1.48178 -0.01725
H 0.34461 -0.85274 -1.69906
H 1.42104 -1.06125 -0.23055
H -0.07323 -1.65259 2.01190
H -1.33592 0.92262 2.09000
H -0.84030 0.05008 3.45369
H -2.12342 -0.80648 -1.22004
H -2.67488 -0.26267 0.33894
H -2.04900 0.71612 -0.73121
H 2.51793 1.55260 -2.46172
H 2.58604 -0.13275 -2.09854



Arrangement two

Entry from OMol25: a 2-piece molecular cluster, C4H12N3 overall (ωB97M-V with the def2-TZVPD basis set).

charge = +1
spin multiplicity = 1
orbital gap = 8.29 eV
HOMO energy = -11.672 eV

Geometry (Å):
C -2.08853 0.75846 1.70714
C -1.05899 -0.32724 1.62938
C 0.20878 -0.09338 1.24050
N -1.49369 -1.55521 2.06536
H -2.35414 0.91674 2.75329
H -3.00140 0.47927 1.17909
H -1.71440 1.69412 1.30043
H 0.94352 -0.87805 1.41304
H 0.55334 0.91360 1.05030
H -2.48212 -1.73493 1.96534
H -0.92875 -2.34960 1.80643
N 1.25571 0.83776 -3.22788
C 1.08847 0.39519 -2.00550
N 2.03377 -0.05161 -1.22624
H 2.16631 0.90311 -3.65829
H 0.45705 1.14107 -3.76063
H 0.07601 0.38486 -1.61449
H 1.76653 -0.19903 -0.25297
H 3.00470 -0.00411 -1.50000



Arrangement three

Entry from OMol25: an isolated ion of composition C4H12N3 and charge +1 (ωB97M-V with the def2-TZVPD basis set).

charge = +1
spin multiplicity = 1
orbital gap = 10.87 eV
HOMO energy = -13.737 eV

Geometry (Å):
C -0.34118 -0.45526 -0.58037
C 0.56819 0.65626 -0.10912
C -2.44487 -0.31584 0.62714
C 2.50461 -0.83915 0.04739
N -1.71360 0.02176 -0.58761
N -0.00220 1.83131 0.00156
N 1.83566 0.44001 0.14597
H -0.02020 -0.73330 -1.58929
H -0.20518 -1.33825 0.05992
H -1.89575 0.06014 1.49255
H -3.41908 0.16527 0.59903
H -2.59492 -1.39449 0.74620
H 2.47596 -1.21849 -0.97491
H 3.54241 -0.71644 0.34235
H 2.04322 -1.57280 0.70853
H -0.99604 1.82799 -0.24183
H 0.46982 2.67539 0.28468
H -2.21485 -0.32045 -1.39879
H 2.40799 1.22633 0.42660



Arrangement four

Entry from OMol25: a 3-piece molecular cluster, C4H12N3 overall (ωB97M-V with the def2-TZVPD basis set).

charge = +1
spin multiplicity = 1
orbital gap = 9.50 eV
HOMO energy = -13.483 eV

Geometry (Å):
C 3.41512 -0.56798 0.04274
C 2.59223 0.45560 0.03901
C 0.15931 -1.50710 -0.51057
C 0.29685 -0.07403 -0.36154
N -0.27643 2.03457 0.60041
N -0.51330 0.76394 0.09756
N -3.33065 -0.01687 0.11111
H 4.45407 -0.27604 0.43292
H 3.21144 -1.70217 0.07924
H 2.60558 1.44968 0.25389
H 0.78847 -1.92826 -1.17654
H 0.26296 -1.92681 0.46587
H -0.79074 -1.91089 -0.68187
H -1.06223 2.64962 0.44245
H 0.64446 2.44161 0.37872
H -1.59792 0.59994 0.00120
H -4.20124 0.60976 -0.02458
H -3.27175 -0.22065 -0.81536
H -3.38624 -0.87391 0.62535



Least stable of them? arrangement four.



Arrangement one

Entry from OMol25: an isolated ion of composition C4H12N3 and charge +1 (ωB97M-V with the def2-TZVPD basis set).

charge = +1
spin multiplicity = 1
orbital gap = 10.04 eV
HOMO energy = -13.193 eV

Geometry (Å):
C 0.72008 1.07550 0.05796
C -0.65553 0.88974 0.68926
C -1.64055 -1.19754 -0.22582
C 1.58866 -0.17051 0.11394
N 2.82572 -0.00939 -0.40718
N 1.10317 -1.22700 0.61694
N -1.62827 0.28141 -0.26387
H 0.63197 1.41909 -0.97638
H 1.24736 1.85780 0.60765
H -0.55721 0.22214 1.54678
H -1.04276 1.85535 1.01639
H -2.14220 -1.59883 -1.10192
H -2.16200 -1.53366 0.66621
H 3.16430 0.88524 -0.71686
H 3.50637 -0.74594 -0.32083
H -0.60390 -1.54758 -0.16272
H 1.74393 -2.00979 0.67575
H -2.57376 0.62934 -0.06978
H -1.37872 0.58545 -1.21372



Arrangement two

Entry from OMol25: an isolated ion of composition C4H12N3 and charge +1 (ωB97M-V with the def2-TZVPD basis set).

charge = +1
spin multiplicity = 1
orbital gap = 9.83 eV
HOMO energy = -13.343 eV

Geometry (Å):
C 0.60044 1.32738 -0.60607
C 1.10255 0.01836 -0.05511
C -2.28137 -0.76564 0.37012
C -1.56309 0.34120 -0.43438
N -0.38809 0.85127 0.28163
N 1.20061 -1.15346 -0.78600
N 1.95119 0.09468 1.21119
H 1.36651 2.05895 -0.33143
H 0.42944 1.37620 -1.67110
H -1.77927 -1.72798 0.31750
H -1.95498 -0.30677 1.30087
H -3.31479 -0.68878 0.02956
H -1.45260 0.22861 -1.55547
H -2.31954 1.17804 -0.39324
H 1.33230 -1.04506 -1.77150
H 0.71826 -2.04625 -0.52188
H 2.87542 0.48059 1.14287
H 2.22795 -0.83978 1.63489
H 1.24907 0.61843 1.83755



Arrangement three

Entry from OMol25: an isolated ion of composition C4H12N3 and charge +1 (ωB97M-V with the def2-TZVPD basis set).

charge = +1
spin multiplicity = 1
orbital gap = 8.74 eV
HOMO energy = -11.723 eV

Geometry (Å):
C -1.74636 -0.53602 0.77838
C -0.49837 0.16197 1.16264
C 0.37077 0.38982 -0.03024
C 0.67927 1.59861 -0.41564
N 1.76096 1.99930 -1.08004
N 1.06730 -0.67021 -0.72443
N -1.21680 -1.82977 -0.03623
H -2.30228 -0.13957 -0.09067
H -2.31676 -0.76536 1.68656
H -0.81939 1.06931 1.67169
H 0.22048 -0.10258 1.95928
H 0.08924 2.29440 0.17443
H 2.29619 2.77875 -0.88395
H 2.25576 1.46479 -1.77538
H 1.81365 -1.09910 -0.12566
H 1.43364 -0.10483 -1.49906
H -1.12237 -2.77268 0.47423
H -1.79034 -2.21247 -0.84555
H -0.17456 -1.52436 -0.40036



Arrangement four

Entry from OMol25: an isolated ion of composition C4H12N3 and charge +1 (ωB97M-V with the def2-TZVPD basis set).

charge = +1
spin multiplicity = 1
orbital gap = 9.27 eV
HOMO energy = -12.422 eV

Geometry (Å):
C -0.91667 -1.70497 0.19116
C -0.31022 -0.82852 -0.89220
C 0.40715 0.36409 -0.42059
C 1.72772 0.62168 -0.62356
N 2.35574 1.75703 -0.20309
N -0.35255 1.23247 0.54435
N -1.89981 -0.99495 0.99289
H -0.10755 -2.16707 0.79667
H -1.23425 -2.67368 -0.27291
H 0.31568 -1.51644 -1.53249
H -1.01629 -0.61345 -1.76228
H 2.22566 0.07231 -1.43779
H 3.17106 2.19192 -0.59310
H 1.87346 2.32933 0.46575
H -0.51038 2.10224 0.03070
H 0.17017 1.42830 1.40138
H -2.77287 -0.92397 0.48998
H -1.96555 -1.31667 1.94977
H -1.16050 0.64036 0.87537



Least stable of them? arrangement two.



Arrangement one

Entry from OMol25: C7H11N in the gas phase (ωB97M-V with the def2-TZVPD basis set).

charge = 0
spin multiplicity = 1
orbital gap = 7.26 eV
HOMO energy = -6.372 eV

Geometry (Å):
C -2.16814 -0.31437 0.25989
C -1.65135 -1.62201 0.22918
C -1.35435 0.72721 0.05910
C 0.36312 -0.71305 -0.53445
C -1.35157 2.13367 -0.32621
C 2.32539 0.29839 0.60366
C 1.83778 -0.63043 -0.51288
N -0.34477 -1.73587 -0.12561
H -3.20906 -0.18301 0.53997
H -2.22478 -2.51302 0.40446
H -0.72938 2.72796 0.34409
H -0.97380 2.25408 -1.34288
H -2.37252 2.52825 -0.30237
H 2.07111 -0.11103 1.57962
H 1.84637 1.26960 0.50824
H 3.40510 0.42998 0.54612
H 2.27220 -1.63184 -0.37238
H 2.19593 -0.24311 -1.47242
H 0.06270 -2.67138 -0.08512



Arrangement two

Entry from OMol25: C7H11N in the gas phase (ωB97M-V with the def2-TZVPD basis set).

charge = 0
spin multiplicity = 1
orbital gap = 10.31 eV
HOMO energy = -9.226 eV

Geometry (Å):
C -1.98382 0.74225 -0.22669
C -1.89529 -0.77419 0.14062
C -0.35975 -0.59979 -0.33341
C 1.01427 -0.93519 -0.05045
C 1.68161 -0.07848 0.96403
C 1.22022 1.12350 -0.14089
C -0.41132 0.84373 0.12704
H -2.57705 1.49461 0.31722
H -2.17465 0.75426 -1.38135
H -2.53362 -1.43033 -0.40013
H -1.88122 -1.05609 1.25169
H -0.34408 -0.62014 -1.43698
H 1.25314 -2.00035 -0.37595
H 2.85708 0.04920 0.76381
H 1.23874 -0.25209 1.95681
H 1.42415 2.13191 -0.24616
H 2.50541 -0.20405 -0.93007
H -0.59795 0.85352 1.13601
N 1.56413 -0.04229 -1.13515



Arrangement three

Entry from OMol25: C7H11N in the gas phase (ωB97M-V with the def2-TZVPD basis set).

charge = 0
spin multiplicity = 1
orbital gap = 9.24 eV
HOMO energy = -8.197 eV

Geometry (Å):
C -0.21439 -1.24769 -0.28880
C -1.76981 -1.27948 0.21720
C -1.52248 -0.06406 1.45916
C 1.31482 1.02754 -1.44522
C 0.09968 0.94693 -1.95626
C -0.27909 0.56274 1.60729
C 0.67911 -0.32118 0.67256
H 0.02462 -0.87777 -1.48606
H 0.08050 -2.35639 -0.08899
H -2.17046 -2.25372 0.60899
H -2.62015 -0.74798 -0.65580
H -2.38617 0.07371 2.19919
H 2.25200 1.58048 -1.58582
H -0.74280 0.31696 -1.24147
H -0.21819 1.57040 -2.76863
H -0.13495 1.47233 2.22944
H 1.42562 -0.86696 1.42779
H 2.42650 1.12061 0.42698
N 1.74520 0.45994 -0.09446



Arrangement four

Entry from OMol25: C7H11N in the gas phase (ωB97M-V with the def2-TZVPD basis set).

charge = 0
spin multiplicity = 1
orbital gap = 9.41 eV
HOMO energy = -8.333 eV

Geometry (Å):
C 0.16502 1.64994 0.19280
C 1.13699 0.72375 -0.11600
C 2.32426 -0.10157 -0.00890
C 1.07777 -0.89699 0.30023
C -1.08092 -0.48368 0.36298
C -2.37869 -0.18307 0.03844
C -1.16641 0.82075 -0.30223
H 0.09320 1.86408 1.19316
H 0.22786 2.68802 -0.59148
H 1.01482 0.46676 -1.06982
H 3.04042 -0.30160 0.73552
H 2.86210 -0.42706 -1.01934
H 0.77017 -1.29444 1.47511
H -0.02370 -2.37448 -0.49818
H -0.79745 -0.38270 1.45118
H -3.30388 -0.14641 0.80277
H -3.02285 -0.50606 -0.86249
H -0.90444 0.46152 -1.36007
N -0.06062 -1.31748 -0.43718



Least stable of them? arrangement four.